The following is a DFT calculation (ωB97M-V/def2-TZVPD) of C41H42P2SeV as an isolated structure in a non-equilibrium geometry.

Results
- HOMO level (spin up / spin down) (eV) = -12.2 / -12.7
- energy above the lowest of the compared OMol25 structures with the same formula, charge and spin (kcal per mole) = 62.48
- E (eV) = -152783.5179
- lowest unoccupied orbital energy (spin up / spin down) (hartree) = -0.27169 / -0.27120
- charge = +2
- Kohn-Sham gap (spin up / spin down) (eV) = 4.808 / 5.327
- multiplicity = 2
- molar mass (g mol⁻¹) = 726.64
- maximum force (eV/Å) = 2.99

```
87
Properties=species:S:1:pos:R:3:forces:R:3
V 0.713141 -0.475809 0.840171 -1.29 -0.97 0.18
C 2.490760 -0.429282 1.986841 0.75 0.67 1.23
C 3.091462 0.425313 0.897980 1.15 2.04 -0.14
C 3.914718 -0.245293 -0.204918 0.18 -0.46 -0.79
C 3.478055 -1.677787 -0.584782 -0.39 -0.21 -0.06
C 1.933404 -1.963785 -0.353082 1.17 -2.36 -0.77
C 1.443667 -2.115441 1.065375 -0.28 -1.60 2.01
C 2.378800 -2.771128 2.040005 0.32 -0.70 0.34
C 3.362525 -1.643477 2.408674 -0.56 -0.30 -0.32
C -1.987812 0.171346 1.013122 -1.13 2.45 -1.31
H 2.258494 0.155672 2.897130 0.31 -0.22 -0.68
H 3.713423 1.280026 1.222366 0.42 -0.43 0.79
H 4.988736 -0.256836 0.088629 -0.76 0.05 -0.13
H 3.856877 0.337526 -1.140067 0.16 -0.08 0.60
H 3.612257 -1.835759 -1.664541 0.04 0.21 0.24
H 4.156884 -2.423966 -0.138070 -0.76 0.12 0.16
H 1.733486 -3.015201 -0.710568 0.16 0.93 -0.12
H 0.353126 -2.467515 1.115059 0.61 -0.07 0.03
H 2.825509 -3.657808 1.567760 0.04 -0.02 0.47
H 1.844900 -3.057153 2.960940 -0.01 -0.17 -0.57
H 3.629552 -1.638224 3.479563 -0.31 0.06 -0.48
H 4.309978 -1.751346 1.869501 -0.24 0.29 0.04
H -2.018029 -0.560319 1.833048 0.91 -0.39 -0.71
H -2.835129 0.009944 0.328594 -0.16 0.16 1.05
H -1.931240 1.207291 1.389178 -0.43 -0.60 -0.09
P 1.733338 1.508870 0.340475 0.00 0.59 0.14
P -1.606297 -1.896178 -0.819645 -0.28 -1.96 -1.36
C 1.144841 0.328507 -1.059657 0.72 -1.20 -2.11
C 1.181955 -1.054024 -1.243041 -0.89 2.57 -0.84
C 2.030446 2.921539 -0.647305 -0.01 0.35 -0.47
C 3.008953 2.920724 -1.652379 -0.13 0.64 0.06
C 3.198969 4.102439 -2.369208 -0.39 -0.03 0.05
C 2.371692 5.214224 -2.145578 0.25 -0.04 0.16
C 1.340092 5.151433 -1.207103 -0.25 -0.06 -0.14
C 1.145075 3.999491 -0.459193 0.60 -0.19 -0.10
C 1.109552 2.111202 1.948212 -0.04 0.86 0.69
C 0.317116 1.316615 2.808373 0.35 0.16 -0.09
C 0.317876 1.534879 4.194384 -0.06 0.07 -0.24
C 1.160158 2.512194 4.735433 0.12 0.13 -0.26
C 1.915123 3.339023 3.895556 -0.13 0.00 -0.54
C 1.858562 3.173404 2.502603 -0.15 -0.34 0.28
C -1.975244 -2.678193 -2.414467 0.00 0.16 -0.30
C -1.750412 -1.926551 -3.600321 -0.16 -0.56 0.21
C -2.039190 -2.479297 -4.843267 -0.04 -0.14 0.06
C -2.570249 -3.772228 -4.930324 -0.05 -0.11 0.29
C -2.834193 -4.509414 -3.770752 0.06 0.22 0.41
C -2.549898 -3.971994 -2.515519 0.39 0.33 -0.09
C -1.774954 -3.273376 0.309107 -0.50 -0.71 1.28
C -2.733543 -3.026594 1.334024 1.02 -0.25 -0.18
C -2.739721 -3.798588 2.493001 0.11 -0.17 0.07
C -1.837364 -4.869471 2.616288 -0.29 0.20 -0.01
C -0.936377 -5.175709 1.586887 -0.26 0.17 -0.03
C -0.905656 -4.394023 0.427942 -0.59 0.59 0.30
H 0.977415 0.983538 -1.956234 -0.39 -0.73 1.30
H 0.630932 -1.479190 -2.090704 0.72 0.16 -0.08
H 3.599249 2.027604 -1.872305 -0.11 0.54 0.11
H 3.968709 4.146207 -3.126092 0.03 0.05 -0.02
H 2.548378 6.149325 -2.689350 -0.11 -0.49 0.14
H 0.651718 5.980033 -1.062574 0.24 -0.02 -0.10
H 0.350650 3.914811 0.283772 0.23 0.21 -0.27
H -0.264785 0.456305 2.435194 0.11 0.57 0.38
H -0.323483 0.942395 4.860069 0.39 0.17 -0.41
H 1.252471 2.629270 5.815623 -0.19 -0.01 -0.30
H 2.551648 4.132366 4.293278 -0.26 -0.31 0.01
H 2.412909 3.834642 1.829609 -0.04 -0.24 0.44
H -1.353632 -0.913851 -3.529220 -0.07 -0.18 -0.07
H -1.858513 -1.916425 -5.757198 -0.02 -0.08 0.23
H -2.790041 -4.221912 -5.896602 0.06 0.21 0.15
H -3.268619 -5.507317 -3.810227 0.11 0.24 -0.19
H -2.728816 -4.541790 -1.596593 -0.05 0.18 -0.53
H -3.407020 -2.175470 1.218947 0.06 -0.33 0.13
H -3.422899 -3.529075 3.312115 0.29 -0.38 -0.45
H -1.868981 -5.481546 3.520192 0.13 0.20 -0.29
H -0.247312 -6.015893 1.703691 -0.29 0.24 -0.10
H -0.205915 -4.626994 -0.374075 -0.08 0.07 0.13
Se -1.550342 1.090109 -1.346959 -0.17 0.93 1.08
C -2.799803 2.532589 -1.350444 -0.43 0.39 -0.26
C -2.874917 3.446462 -0.287697 -0.48 -0.49 -0.09
C -4.001561 4.263186 -0.143713 -0.21 -0.03 -0.65
C -4.989023 4.246901 -1.146804 0.11 -0.02 -0.25
C -4.846509 3.440752 -2.311544 0.37 0.66 0.74
C -3.731872 2.614015 -2.417951 -0.33 -0.54 0.62
H -2.102723 3.434061 0.463505 0.10 0.06 0.25
H -4.106129 4.906376 0.740550 0.05 -0.28 -0.53
H -5.868724 4.901609 -1.049760 0.47 -0.45 -0.02
H -5.608486 3.469080 -3.104213 0.50 0.01 0.44
H -3.622173 1.957933 -3.278720 -0.08 0.04 0.17
```
Positions in Å, forces in eV/Å.